Entry 1:
{
  "formula": "C42H51BN7OS2Ta",
  "method": "ωB97M-V/def2-TZVPD",
  "fmax_ev_per_a": 1.9,
  "homo_lumo_gap_ev": 6.845,
  "charge": 2,
  "symbols": ["Ta", "S", "S", "O", "N", "N", "N", "N", "N", "N", "N", "C", "C", "C", "C", "C", "C", "C", "C", "C", "C", "C", "C", "C", "C", "C", "C", "C", "C", "C", "C", "C", "C", "C", "C", "C", "C", "C", "C", "C", "C", "C", "C", "C", "C", "C", "C", "C", "C", "C", "C", "C", "C", "B", "H", "H", "H", "H", "H", "H", "H", "H", "H", "H", "H", "H", "H", "H", "H", "H", "H", "H", "H", "H", "H", "H", "H", "H", "H", "H", "H", "H", "H", "H", "H", "H", "H", "H", "H", "H", "H", "H", "H", "H", "H", "H", "H", "H", "H", "H", "H", "H", "H", "H", "H"],
  "xyz": [[0.3933, 0.4414, -0.4321], [-0.6080, 2.7835, -0.3833], [0.5111, 0.8216, -2.9674], [2.1146, 0.7792, 0.0509], [-2.1883, -3.0167, 0.2184], [-1.0439, -1.1229, -0.5108], [0.5825, 3.5390, -3.3506], [2.5526, 2.6282, -3.2528], [-1.2034, -1.6720, 1.7658], [-3.2253, 2.4815, -1.0521], [-1.9970, 3.0581, -2.7555], [3.6292, 1.8909, 1.6083], [4.6599, 0.4864, 3.3051], [3.6043, 1.6031, -3.1957], [4.8252, 3.3910, 0.0185], [-0.1294, 0.5665, 1.6896], [-1.2427, -1.7777, 4.5208], [-3.8024, -5.7272, 2.9892], [4.3664, 1.7324, 2.7809], [-4.2724, -4.4194, 2.9519], [-3.6260, 2.2346, 0.3444], [3.3433, -1.7923, 0.5625], [1.9152, -2.3385, 0.6255], [-0.2147, 0.5278, 4.4870], [2.3711, 3.7985, 0.2868], [-3.7978, -1.3714, -1.6910], [-2.7553, -3.9141, 1.1931], [0.2851, 1.6489, 3.8265], [-0.6619, -0.5183, 2.3958], [4.2985, -0.6490, 2.5924], [1.5277, 4.5432, -3.5113], [0.3278, 1.6611, 2.4509], [-2.8022, -6.1332, 2.1147], [3.6327, 3.2945, 0.9848], [-1.4829, -1.9181, 0.4996], [-1.4642, -2.4542, -4.4968], [3.8027, -1.6259, -0.8953], [-4.0791, 2.6356, -2.1226], [-4.3520, -2.0897, 1.9792], [-1.2624, -1.6042, -1.8659], [-3.7731, -3.4840, 2.0449], [1.2289, 2.3898, -3.1962], [-0.2175, -2.4100, -3.8907], [2.7536, 3.9794, -3.4595], [-2.5291, -1.6747, -2.4460], [3.5521, -0.5500, 1.4275], [-3.3084, 2.9680, -3.1834], [3.1473, 0.7190, 1.0343], [-0.6975, -0.5672, 3.7939], [-1.9656, 2.7427, -1.4642], [-2.5979, -2.1028, -3.7723], [-0.1282, -2.0031, -2.5711], [-2.2712, -5.2168, 1.2222], [-0.9398, 3.8068, -3.7009], [3.8328, 3.9759, 1.8092], [-2.1815, -3.3160, -0.7449], [-2.3169, -1.9202, 4.3435], [-2.4352, -7.1546, 2.1274], [4.7366, 2.6282, 3.2766], [0.8416, -2.0051, -2.0800], [0.7282, 2.5395, 1.9524], [1.4466, -2.1445, 1.5911], [-1.1623, 3.4224, -4.8297], [4.5654, 2.0951, -3.3025], [3.9914, -2.5482, 0.9992], [3.5726, 1.0795, -2.2463], [0.6427, 2.5024, 4.3927], [2.5634, 4.7883, -0.1359], [4.9773, 4.4291, -0.3024], [3.1763, -0.9155, -1.4447], [-4.6642, -1.8422, 0.9585], [-4.6780, 1.9695, 0.3559], [3.7407, 4.4101, -3.5565], [1.2351, 5.5727, -3.6646], [-4.2978, -2.2971, -1.3807], [-0.7280, -2.7027, 4.2291], [-3.6433, -1.3174, 2.3045], [4.6163, -1.6317, 2.9288], [-3.5831, 3.1887, -4.2049], [1.8844, -3.4164, 0.4411], [0.6786, -2.6928, -4.4352], [-5.0638, -4.1139, 3.6319], [-1.5591, -2.7806, -5.5280], [-1.1087, 4.9982, -3.5559], [-1.5391, -2.3873, 2.3935], [-3.4759, 3.1266, 0.9442], [2.0661, 3.1564, -0.5359], [3.4762, 0.8867, -4.0013], [4.8340, -1.2703, -0.9424], [-5.1490, 2.5094, -2.0369], [-4.4921, -0.8315, -2.3322], [-5.2283, -2.0186, 2.6219], [-3.0363, 1.4289, 0.7729], [-1.4761, -5.5065, 0.5395], [4.6452, 2.7744, -0.8707], [5.7485, 3.0417, 0.4854], [-3.6098, -0.7788, -0.7949], [-4.2276, -6.4329, 3.6963], [-1.1085, -1.6660, 5.5947], [3.7536, -2.5831, -1.4237], [5.2203, 0.3998, 4.2297], [-0.2336, 0.5067, 5.5723], [1.5284, 3.9096, 0.9776], [-3.5779, -2.1661, -4.2426], [1.2885, -1.8994, -0.1751]],
  "forces_ev_per_angstrom": [[-1.582, 0.942, -0.444], [0.296, -0.690, -0.025], [-0.093, -0.006, 0.194], [1.155, 0.090, 0.400], [-0.053, -0.198, 0.181], [0.455, 0.292, 0.405], [-0.270, 0.372, -0.203], [0.521, -0.315, -0.031], [0.099, 0.351, 0.203], [-0.280, -0.093, 0.513], [0.095, 0.166, -0.313], [-0.052, 0.494, -0.235], [-0.014, -0.058, -0.017], [-0.237, 0.315, -0.028], [0.039, -0.030, -0.033], [-0.087, -0.305, -0.391], [-0.003, 0.078, -0.001], [-0.052, 0.057, 0.020], [0.151, 0.110, 0.130], [-0.028, -0.027, 0.084], [0.072, -0.001, -0.422], [-0.198, 0.097, 0.043], [-0.064, 0.028, -0.055], [0.014, 0.008, 0.180], [0.022, 0.086, 0.204], [0.021, 0.076, -0.098], [0.218, 0.029, -0.075], [-0.011, -0.033, 0.075], [0.028, 0.054, -0.234], [0.134, -0.058, 0.079], [-0.455, -0.074, 0.048], [-0.064, -0.181, -0.060], [-0.004, -0.044, 0.015], [-0.120, -0.152, -0.109], [0.135, -0.069, -0.695], [-0.051, -0.015, -0.005], [0.023, 0.027, 0.126], [-0.024, -0.169, 0.245], [-0.019, -0.013, -0.075], [0.284, -0.013, 0.218], [-0.126, 0.071, 0.085], [0.200, 0.248, 0.223], [0.028, -0.047, -0.124], [0.131, -0.226, 0.045], [-0.229, 0.044, -0.176], [0.185, -0.344, -0.361], [0.381, 0.187, -0.091], [-0.620, 0.065, -0.348], [-0.036, -0.099, 0.311], [-0.264, -0.025, -0.253], [-0.104, -0.015, -0.035], [0.056, -0.186, 0.010], [0.109, -0.054, -0.037], [-0.024, 0.042, -0.070], [0.030, 0.064, 0.119], [-0.029, -0.010, -0.058], [0.127, 0.030, 0.010], [-0.053, 0.147, 0.012], [-0.051, -0.166, -0.079], [-0.084, -0.057, -0.088], [-0.095, -0.236, 0.125], [0.008, -0.021, -0.029], [0.063, 0.041, 0.288], [0.021, 0.041, -0.012], [0.049, -0.097, 0.131], [-0.034, 0.015, 0.134], [-0.027, -0.105, -0.036], [-0.003, -0.058, 0.067], [-0.073, -0.206, 0.051], [0.011, -0.050, 0.037], [0.051, -0.048, 0.174], [-0.045, -0.033, -0.045], [-0.182, -0.125, 0.026], [0.019, -0.234, 0.027], [0.072, 0.138, -0.058], [-0.028, 0.108, 0.054], [-0.105, -0.109, -0.030], [-0.007, 0.105, -0.025], [0.089, -0.031, 0.174], [0.012, 0.087, -0.063], [-0.148, 0.023, 0.079], [0.098, -0.060, -0.104], [-0.002, 0.060, 0.148], [0.003, -0.278, -0.017], [-0.043, -0.088, 0.147], [0.024, 0.110, -0.012], [0.088, 0.023, -0.052], [-0.047, -0.011, -0.091], [-0.060, -0.022, -0.002], [0.195, -0.016, 0.028], [-0.029, 0.047, 0.002], [0.032, -0.007, -0.025], [0.071, -0.096, -0.040], [-0.112, 0.033, 0.076], [0.028, 0.077, 0.102], [-0.060, 0.027, -0.032], [-0.016, 0.047, -0.069], [0.061, 0.108, -0.093], [-0.008, 0.005, -0.028], [0.001, 0.069, 0.101], [-0.053, 0.006, -0.107], [-0.004, 0.021, -0.092], [0.201, 0.040, -0.166], [0.188, 0.016, 0.058], [0.169, -0.118, 0.289]],
  "lowdin_charge": [1.569, 0.779, 0.724, -0.308, 0.168, -0.063, -0.005, -0.097, 0.159, -0.103, 0.005, -0.126, -0.036, -0.006, -0.035, -0.251, -0.018, -0.046, -0.018, -0.021, -0.001, -0.334, -0.048, -0.008, -0.100, -0.029, -0.202, -0.041, -0.212, -0.009, -0.022, -0.144, -0.055, -0.334, -0.358, -0.035, -0.044, -0.016, -0.017, -0.315, -0.214, -0.681, -0.067, -0.016, -0.215, -0.137, -0.026, -0.174, -0.199, -0.651, -0.006, -0.149, -0.009, -0.366, 0.134, 0.151, 0.085, 0.119, 0.130, 0.078, 0.047, 0.083, 0.087, 0.101, 0.136, 0.052, 0.121, 0.097, 0.093, 0.038, 0.070, 0.098, 0.140, 0.136, 0.094, 0.097, 0.071, 0.126, 0.138, 0.105, 0.124, 0.124, 0.123, 0.087, 0.111, 0.101, 0.011, 0.100, 0.099, 0.137, 0.091, 0.092, 0.066, 0.123, 0.063, 0.091, 0.056, 0.120, 0.093, 0.095, 0.119, 0.126, 0.044, 0.131, 0.011]
}

---

Entry 2:
{
  "formula": "C42H52GaNO4P2S3Si",
  "method": "ωB97M-V/def2-TZVPD",
  "fmax_ev_per_a": 0.5,
  "relative_energy_kcal_mol": 7.6,
  "homo_lumo_gap_ev": [4.668, 7.157],
  "s_squared": 0.77,
  "charge": -1,
  "multiplicity": 2,
  "symbols": ["Ga", "S", "S", "S", "P", "P", "Si", "O", "O", "O", "O", "N", "C", "C", "C", "C", "C", "C", "C", "C", "C", "C", "C", "C", "C", "C", "C", "C", "C", "C", "C", "C", "C", "C", "C", "C", "C", "C", "C", "C", "C", "C", "C", "C", "C", "C", "C", "C", "C", "C", "C", "C", "C", "C", "H", "H", "H", "H", "H", "H", "H", "H", "H", "H", "H", "H", "H", "H", "H", "H", "H", "H", "H", "H", "H", "H", "H", "H", "H", "H", "H", "H", "H", "H", "H", "H", "H", "H", "H", "H", "H", "H", "H", "H", "H", "H", "H", "H", "H", "H", "H", "H", "H", "H", "H", "H"],
  "xyz": [[0.0718, 0.0222, 0.3047], [-2.4558, 1.0164, -0.1365], [-1.5138, -2.9060, 1.7026], [1.1911, -1.7255, -0.7218], [-1.9223, 1.2297, 1.7619], [-0.9592, -1.4165, 2.8651], [2.9707, -1.0099, 0.0846], [0.5876, 1.2376, -1.1051], [2.4663, 0.3869, 0.8459], [3.6331, -1.9506, 1.2471], [4.2133, -0.7595, -0.9655], [-0.2000, 1.6133, -2.1407], [-0.8797, 5.1804, 1.3538], [4.0078, -3.8979, -0.2186], [-1.6754, -0.3651, 5.3507], [0.5517, -1.8698, 3.8173], [-5.0505, 2.1299, 4.3153], [-0.2232, 5.4477, 2.5453], [2.8893, 1.5603, 2.8918], [0.4628, -2.7370, 4.9066], [2.9091, -1.6205, 4.2584], [3.1545, 1.5422, 1.3928], [3.9024, -1.5662, -3.2329], [-3.7950, 2.1320, 3.7201], [-3.2100, -1.9795, 4.4609], [-0.6283, 0.1525, 2.1738], [4.3267, -0.3949, -2.3528], [-1.2812, 2.9154, 2.0699], [-5.7060, 0.2898, 2.9241], [-3.6069, -1.0040, 6.6237], [4.6504, 1.4642, 1.1254], [-4.4549, 0.2887, 2.3348], [4.1385, -3.2943, 1.1774], [2.5541, 2.7821, 0.7465], [-2.4443, -0.2516, 6.4943], [-3.4863, 1.2133, 2.7251], [-0.6037, 3.1850, 3.2576], [3.3539, -4.1451, 2.1666], [-2.0579, -1.2256, 4.3222], [-0.7738, 0.6729, -2.9802], [1.7899, -1.3448, 3.4828], [-3.9844, -1.8686, 5.6104], [2.8068, -2.4540, 5.3596], [-0.0831, 4.4456, 3.4989], [3.4880, 0.8321, -2.6699], [-1.8188, 2.4591, -4.2361], [-1.2301, 3.3861, -3.3340], [-6.0084, 1.2125, 3.9171], [-1.5664, 1.0903, -4.0048], [5.6116, -3.2090, 1.5626], [-1.4076, 3.9172, 1.1165], [5.8065, -0.0967, -2.5642], [1.5791, -3.0296, 5.6711], [-0.4509, 2.9565, -2.3101], [3.8471, 1.6990, -2.1114], [1.8207, 1.4539, 3.0850], [-2.1371, 0.4169, 7.2892], [6.1342, 0.6915, -1.8852], [-4.2228, -0.4184, 1.5466], [-0.7533, 0.1978, 5.2562], [6.1320, -2.5409, 0.8746], [-0.4675, 2.3875, 3.9795], [1.4914, -3.7015, 6.5160], [5.9843, 0.2296, -3.5900], [-1.9128, 3.6904, 0.1845], [3.6231, -5.1960, 2.0449], [1.8802, -0.6951, 2.6226], [3.4196, 0.7478, 3.3922], [0.4484, 4.6428, 4.4217], [-2.4401, 2.7882, -5.0546], [3.0933, 3.6725, 1.0776], [-6.9869, 1.2120, 4.3820], [3.5538, 1.0610, -3.7357], [3.5552, -3.8479, 3.1952], [4.0788, -1.3258, -4.2823], [2.4435, 0.6732, -2.4141], [4.4791, -2.4568, -2.9812], [-2.0009, 0.3315, -4.6428], [-0.5379, -0.3571, -2.7630], [2.2840, -4.0363, 1.9831], [-3.4795, -2.6657, 3.6663], [-0.9756, 5.9532, 0.6016], [4.5358, -3.2923, -0.9511], [0.0070, 3.5975, -1.5719], [0.1839, 6.4338, 2.7322], [5.0690, 0.5381, 1.5244], [-3.0653, 2.8698, 4.0269], [4.8715, 1.5049, 0.0610], [3.8645, -1.1883, 3.9859], [-4.8864, -2.4599, 5.7096], [-0.4929, -3.1767, 5.1672], [5.7115, -2.8118, 2.5738], [4.4448, -4.8977, -0.2176], [1.5051, 2.8896, 1.0280], [5.1356, 2.3074, 1.6211], [2.5997, 2.7105, -0.3372], [6.4053, -0.9880, -2.3687], [3.6770, -2.6612, 5.9707], [-1.4002, 4.4498, -3.4360], [-6.4488, -0.4311, 2.6058], [2.8445, -1.7860, -3.0962], [2.9617, -3.9744, -0.5158], [-4.2166, -0.9112, 7.5143], [6.0811, -4.1938, 1.5230], [-5.2778, 2.8552, 5.0870], [3.2292, 2.5099, 3.3096]],
  "forces_ev_per_angstrom": [[0.071, 0.151, -0.523], [0.208, -0.131, -0.426], [-0.163, 0.001, 0.068], [-0.271, -0.268, 0.231], [-0.095, 0.026, 0.470], [0.452, 0.045, 0.303], [0.219, 0.295, -0.159], [0.236, 0.091, 0.408], [0.152, -0.056, -0.301], [0.017, -0.002, -0.090], [-0.186, -0.050, -0.099], [-0.180, -0.028, 0.060], [0.012, 0.005, 0.013], [-0.014, 0.052, 0.007], [0.017, 0.042, -0.033], [0.078, -0.088, -0.135], [0.016, 0.012, 0.028], [-0.005, 0.006, 0.013], [0.100, 0.072, 0.034], [-0.038, -0.108, -0.027], [-0.048, -0.053, 0.131], [-0.051, 0.008, 0.086], [-0.012, -0.017, 0.092], [0.067, 0.024, 0.040], [-0.007, -0.066, -0.003], [-0.362, -0.103, -0.228], [0.032, -0.028, 0.065], [0.060, -0.014, -0.097], [-0.033, -0.032, 0.056], [-0.025, 0.036, 0.019], [0.011, -0.011, 0.037], [0.032, -0.043, -0.057], [0.113, -0.013, -0.012], [-0.058, -0.020, -0.011], [-0.020, 0.009, 0.016], [0.066, -0.142, -0.021], [0.050, -0.061, -0.008], [-0.029, -0.010, 0.028], [-0.039, 0.207, -0.096], [0.100, 0.049, -0.012], [-0.141, 0.096, 0.030], [-0.042, -0.004, -0.023], [-0.024, 0.087, 0.009], [0.008, 0.026, 0.001], [0.018, 0.066, 0.017], [0.012, 0.156, 0.034], [-0.078, -0.111, -0.103], [-0.001, -0.025, 0.031], [0.034, -0.099, -0.017], [-0.027, 0.009, 0.002], [-0.126, 0.002, -0.008], [0.008, -0.023, 0.019], [0.020, -0.014, -0.008], [0.041, 0.081, 0.118], [0.000, 0.013, 0.015], [-0.011, 0.014, -0.015], [-0.004, 0.012, 0.003], [-0.013, 0.020, 0.001], [0.003, 0.007, 0.021], [-0.008, 0.024, -0.017], [0.016, -0.004, -0.027], [0.022, -0.014, -0.010], [-0.004, 0.007, 0.022], [0.015, -0.002, -0.024], [0.018, 0.010, -0.005], [0.023, -0.032, 0.016], [-0.101, -0.138, 0.261], [-0.041, 0.180, -0.045], [-0.012, 0.007, 0.011], [-0.026, -0.003, 0.003], [0.009, -0.013, 0.026], [-0.006, 0.013, -0.018], [0.012, 0.015, 0.004], [-0.017, -0.022, -0.076], [-0.009, 0.014, -0.027], [-0.111, -0.024, 0.050], [0.022, -0.014, -0.022], [-0.003, -0.001, -0.007], [0.009, 0.008, 0.023], [-0.030, -0.001, -0.018], [-0.015, 0.022, -0.026], [-0.008, 0.009, -0.012], [0.059, 0.036, -0.034], [0.026, -0.013, -0.015], [0.028, -0.005, -0.013], [0.000, -0.020, 0.010], [0.006, -0.003, 0.006], [-0.012, 0.032, -0.031], [0.011, -0.083, 0.000], [-0.009, -0.001, 0.001], [-0.002, -0.005, -0.006], [-0.004, 0.008, 0.019], [-0.020, -0.022, -0.006], [-0.032, -0.003, 0.004], [0.027, -0.006, -0.003], [0.017, -0.006, -0.074], [-0.002, -0.007, 0.005], [0.015, -0.023, -0.001], [0.005, 0.015, -0.006], [0.001, -0.007, 0.004], [-0.035, 0.002, 0.004], [-0.025, -0.022, 0.013], [0.010, -0.014, 0.011], [0.001, -0.017, 0.026], [0.001, -0.003, 0.000], [0.029, 0.027, 0.014]],
  "lowdin_charge": [0.141, 0.443, 0.200, 0.534, 0.429, 0.353, -0.081, -0.271, -0.224, -0.144, -0.146, -0.220, -0.084, -0.048, -0.096, -0.310, -0.089, -0.097, -0.018, -0.087, -0.106, -0.586, -0.036, -0.075, -0.112, -0.573, -0.637, -0.339, -0.084, -0.098, -0.020, -0.119, -0.625, -0.013, -0.087, -0.316, -0.115, -0.015, -0.360, -0.111, -0.096, -0.087, -0.106, -0.088, -0.019, -0.136, -0.118, -0.097, -0.121, -0.024, -0.096, -0.033, -0.089, -0.097, 0.081, 0.072, 0.098, 0.077, 0.085, 0.107, 0.085, 0.096, 0.095, 0.085, 0.069, 0.087, 0.054, 0.065, 0.100, 0.068, 0.093, 0.096, 0.093, 0.065, 0.086, 0.064, 0.075, 0.094, 0.090, 0.098, 0.068, 0.100, 0.062, 0.109, 0.096, 0.090, 0.095, 0.068, 0.100, 0.098, 0.109, 0.080, 0.089, 0.076, 0.092, 0.074, 0.084, 0.097, 0.089, 0.102, 0.059, 0.065, 0.095, 0.084, 0.097, 0.093]
}